Record 1
21
Properties=species:S:1:pos:R:3:forces:R:3:lowdin_charge:R:1 method="wB97M-V/def2-TZVPD" total_energy_ha=-378.8353 total_charge=+1 s_squared=2.011 multiplicity=3 orbital_gap_ev="6.9189 / 9.8160" homo_ha="-0.363 / -0.531" lumo_energy_ev="-3.0 / -4.6"
C 0.654779 0.093673 -1.379678 -1.273 -1.277 -1.130 -0.36
C 0.614871 -0.610013 -2.725820 0.416 1.449 -1.293 0.02
C -1.930387 0.150464 1.166271 -1.913 1.261 2.305 0.07
C 0.451866 -0.050818 1.084852 2.716 1.402 0.250 -0.39
N 0.523944 1.385133 -1.395736 0.019 0.058 -1.812 0.20
N 0.802863 1.411114 1.193862 1.750 -3.355 -0.666 0.09
N 0.736707 -0.963983 2.121395 -1.355 1.505 -2.398 0.15
N 0.436963 -0.586599 -0.241090 1.467 0.507 1.810 0.14
H -0.107907 -1.380804 -2.668718 -0.921 -0.804 0.002 0.07
H 0.225144 0.171707 -3.522401 0.977 -1.741 1.500 0.13
H 1.539012 -1.114553 -3.105078 -0.476 0.835 0.577 0.11
H -2.134220 0.155996 0.154471 -0.279 0.080 -1.911 -0.02
H -1.990161 1.094949 1.736108 0.118 -0.629 -0.478 0.03
H -2.070464 -0.748878 1.717490 0.042 -0.522 0.241 0.01
H 0.389300 1.752507 -2.365439 0.275 0.373 1.889 0.16
H 0.446773 1.753363 -0.443420 0.194 1.314 -0.171 0.07
H 0.231392 1.982584 1.709352 -3.002 1.214 1.304 0.05
H 1.644816 1.549501 1.758820 0.484 -0.600 -0.633 0.12
H 1.473503 -1.585409 1.912744 0.949 -0.887 0.314 0.08
H 0.677868 -0.593603 3.038984 0.085 0.115 0.713 0.10
H 0.654493 -1.570303 -0.226173 -0.275 -0.298 -0.412 0.16


Record 2
22
Properties=species:S:1:pos:R:3:forces:R:3:lowdin_charge:R:1 method="wB97M-V/def2-TZVPD" total_energy_ha=-454.2769 total_charge=+1 orbital_gap_ev=10.0176 homo_ha=-0.489 lumo_energy_ev=-3.3
C -2.123963 1.908638 1.439336 0.399 0.039 -0.377 0.00
C -0.980593 1.077940 1.957977 0.270 0.192 0.476 -0.58
O -0.047950 0.694326 1.260990 0.023 -0.148 -0.456 -0.01
N -1.005523 0.829683 3.287691 -0.150 -0.161 0.279 0.17
H -0.242543 0.358994 3.744901 0.102 -0.104 -0.279 0.11
H -1.837406 0.933241 3.841816 -0.037 0.283 -0.120 0.11
H -2.770232 2.237044 2.244641 -0.409 -0.206 -0.144 0.08
H -2.608872 1.355110 0.634373 -0.373 -0.002 0.290 0.09
H -1.736178 2.810019 0.961652 0.237 -0.058 0.104 0.09
C 0.617711 -0.353697 -3.070262 0.277 0.065 0.851 -0.04
C 1.119637 -1.201826 -0.833909 -0.010 -0.635 -0.656 -0.44
N 2.406806 -0.948508 -0.931722 0.021 0.060 0.955 0.25
N 0.176580 -0.638189 -1.662382 0.372 0.351 -1.906 0.00
N 0.662555 -2.229052 -0.114608 -0.349 0.815 0.733 0.23
H 2.784866 -0.319630 -1.618655 -0.124 0.354 0.207 0.13
H 2.985333 -1.216655 -0.145510 0.308 -0.247 -0.456 0.15
H -0.158586 0.253796 -1.306710 -0.205 -0.357 0.796 0.13
H -0.301329 -2.385997 -0.342614 -0.471 -0.075 0.245 0.13
H 0.883203 -2.359990 0.863057 0.493 -0.224 -0.105 0.14
H 1.546020 0.223142 -3.086236 -0.121 0.278 -0.178 0.07
H -0.184638 0.238983 -3.497129 0.127 -0.145 -0.330 0.10
H 0.815101 -1.267370 -3.626694 -0.379 -0.073 0.072 0.10


Record 3
22
Properties=species:S:1:pos:R:3:forces:R:3:lowdin_charge:R:1 method="wB97M-V/def2-TZVPD" total_energy_ha=-454.3073 total_charge=+1 orbital_gap_ev=11.5322 homo_ha=-0.518 lumo_energy_ev=-2.6
C -3.215153 1.220317 1.884336 -0.534 0.070 0.391 0.02
C -2.139164 0.500288 1.147649 0.674 -0.575 0.111 -0.52
O -1.281868 1.036057 0.436252 -0.850 0.185 0.102 -0.02
N -2.090788 -0.848453 1.346612 -0.148 0.036 -0.388 0.17
H -3.618661 2.031431 1.298983 0.156 0.311 -0.299 0.09
H -2.889247 1.638533 2.837547 0.305 -0.026 -0.104 0.10
H -1.799189 -1.461072 0.600126 0.485 0.195 0.051 0.11
H -2.753113 -1.277954 1.951973 -0.547 -0.096 0.328 0.10
H -4.047758 0.554890 2.101954 0.026 -0.095 0.038 0.09
C 3.576472 -0.402707 -1.219602 1.075 -0.209 -0.466 -0.05
C 1.141678 -0.316533 -1.008163 0.372 0.412 -1.618 -0.45
N 1.263946 0.030949 0.259632 -0.406 -0.225 1.147 0.21
N 2.221102 -0.684133 -1.693565 0.707 0.597 0.996 0.05
N -0.004238 -0.208310 -1.675689 -0.449 0.024 0.435 0.21
H 1.900515 -0.489156 0.838688 0.340 0.127 -0.089 0.13
H 0.452817 0.411541 0.746706 -0.055 -0.058 -0.425 0.09
H 2.145320 -0.884779 -2.671372 -0.230 -0.132 -0.189 0.15
H -0.018726 -0.115193 -2.676266 0.150 -0.043 -0.022 0.13
H -0.770759 0.195759 -1.153665 -0.191 0.125 0.065 0.08
H 4.127122 0.207571 -1.944737 -0.199 -0.514 -0.353 0.10
H 4.074791 -1.359354 -1.070086 0.303 0.200 0.034 0.09
H 3.724901 0.220307 -0.337314 -0.984 -0.308 0.254 0.09


Record 4
22
Properties=species:S:1:pos:R:3:forces:R:3:lowdin_charge:R:1 method="wB97M-V/def2-TZVPD" total_energy_ha=-454.1735 total_charge=+1 orbital_gap_ev=10.2394 homo_ha=-0.494 lumo_energy_ev=-3.2
C 1.925699 0.748615 -2.492481 -0.802 2.719 -4.312 -0.06
C 1.379705 0.098174 -1.238838 3.195 -3.384 -2.966 -0.51
O 1.129501 0.714498 -0.248124 -0.774 -0.413 0.618 0.04
N 1.405089 -1.394656 -1.408880 0.419 4.913 -1.470 0.13
H 1.386794 1.799007 -2.665948 0.346 -2.408 0.356 0.12
H 1.895402 0.181683 -3.546607 -0.735 0.733 2.600 0.12
H 1.086318 -1.834236 -0.614531 -0.313 -1.807 1.586 0.02
H 1.982847 -1.813969 -2.169357 -1.014 0.524 1.363 0.12
H 2.921565 1.217586 -2.695251 0.012 -0.959 1.805 0.08
C -1.747558 1.392800 0.563976 -0.767 3.467 -2.012 -0.12
C -0.954101 -0.635186 1.555916 0.529 0.850 0.486 -0.37
N -1.032253 -1.943551 1.964556 4.520 2.176 1.508 0.21
N -1.871253 -0.077043 0.634570 -1.091 -0.914 3.010 0.04
N -0.045908 0.200364 2.110503 -2.309 1.146 -0.221 0.16
H -1.641198 -2.441577 1.499581 -4.332 -3.035 -3.135 0.03
H -0.242399 -2.630684 2.168385 -0.836 2.260 0.149 0.18
H -2.882388 -0.487730 0.708190 2.533 1.044 -0.298 0.20
H -0.365387 1.230187 2.179830 1.490 -2.592 -0.541 0.13
H 0.917863 -0.024410 2.275700 0.002 -0.252 0.257 0.13
H -1.590431 1.990673 1.555770 -0.070 -1.286 -1.742 0.11
H -2.632888 2.031088 0.168387 0.550 -2.143 0.676 0.12
H -1.025024 1.678372 -0.305350 -0.550 -0.639 2.284 0.11